{
  "formula": "C30H32ClLaN3SSi2",
  "method": "ωB97M-V/def2-TZVPD",
  "charge": 1,
  "homo_energy_ev": [-8.15, -8.15],
  "de_lowest_kj_mol": 300.8,
  "homo_lumo_gap_ev": [3.991, 3.993],
  "lumo_energy_ev": [-4.16, -4.15],
  "symbols": ["Cl", "La", "C", "C", "N", "C", "H", "H", "N", "H", "C", "C", "H", "H", "C", "H", "C", "H", "H", "H", "C", "H", "C", "H", "C", "C", "S", "H", "C", "H", "H", "H", "H", "C", "H", "C", "Si", "H", "H", "C", "C", "H", "C", "H", "C", "C", "H", "C", "H", "H", "C", "C", "C", "H", "C", "H", "H", "H", "C", "H", "H", "C", "H", "C", "C", "C", "Si", "C", "N", "H"],
  "coordinates": [[0.903, 1.367, 2.557], [-0.522, -0.788, 1.905], [-2.844, -0.506, 3.652], [3.663, 0.290, -0.196], [-0.204, -0.101, 4.915], [-1.687, 1.178, -2.516], [1.405, 0.087, -3.039], [4.401, 1.083, -0.324], [0.420, -1.047, 5.757], [-0.581, 2.084, 0.456], [0.536, 4.504, -1.644], [1.800, -1.740, 0.402], [0.968, 0.227, 0.653], [1.804, -2.543, 7.147], [-0.384, -2.213, -2.259], [-3.428, 1.247, 2.370], [-2.643, -1.886, 3.338], [-2.877, -0.085, 4.657], [0.431, 0.679, 4.709], [0.581, -3.659, -0.987], [4.076, -0.905, 0.410], [-2.718, 2.490, -3.910], [-3.308, -0.800, 1.424], [5.112, -1.038, 0.722], [-1.459, 4.013, 0.222], [0.363, -3.367, -2.013], [0.810, -2.738, 3.659], [3.518, -2.885, 1.084], [3.156, -1.931, 0.650], [-2.617, 0.910, -2.010], [1.094, -2.540, 0.686], [-0.744, 2.811, -5.363], [-2.264, 3.788, 0.927], [2.384, 0.486, -0.667], [1.533, 2.088, -4.552], [-1.763, 2.042, -3.625], [1.827, 2.027, -1.573], [-1.701, -1.158, -0.237], [-1.008, 0.293, 5.407], [0.897, -4.095, -3.084], [-0.479, 3.056, -0.039], [-2.409, -2.672, 4.058], [0.618, 1.869, -3.998], [-1.662, -1.261, -3.728], [1.303, -0.490, -0.168], [0.743, 0.958, -2.861], [-2.814, -3.005, 1.400], [0.592, -3.732, -4.400], [-0.600, -2.427, -5.656], [-2.208, 5.990, -0.250], [-1.434, 5.242, -0.442], [-0.624, 2.276, -4.414], [-3.190, 0.185, 2.452], [-3.722, -0.632, 0.431], [-0.431, 5.483, -1.392], [-0.436, 6.416, -1.961], [1.247, 4.674, -2.457], [2.206, -3.669, 5.897], [-0.330, -2.707, -4.636], [1.569, -4.925, -2.878], [0.601, -0.766, 6.723], [-0.502, 0.627, -2.086], [2.955, 2.758, -2.011], [0.558, 3.287, -0.941], [0.988, -2.167, 5.257], [-0.889, -2.012, -3.558], [-0.460, -0.870, -0.951], [-2.908, -2.069, 1.953], [1.717, -2.839, 6.182], [1.072, -4.243, -5.234]]
}

{
  "formula": "C30H32F4O6",
  "method": "ωB97M-V/def2-TZVPD",
  "homo_energy_ev": -9.10,
  "homo_lumo_gap_ev": 9.628,
  "lumo_energy_ev": 0.53,
  "smiles": "COC(=O)OC.COC(=O)OC.Fc1ccccc1.Fc1ccccc1.Fc1ccccc1.Fc1ccccc1",
  "symbols": ["C", "C", "F", "C", "F", "C", "H", "C", "C", "H", "C", "H", "C", "H", "O", "H", "C", "O", "H", "C", "C", "H", "O", "C", "C", "H", "C", "C", "H", "O", "H", "H", "H", "H", "H", "H", "C", "H", "H", "H", "H", "C", "H", "C", "C", "H", "H", "C", "H", "H", "C", "C", "C", "H", "H", "H", "H", "C", "H", "H", "C", "O", "C", "C", "C", "F", "H", "C", "C", "H", "O", "F"],
  "coordinates": [[22.799, -16.994, -9.402], [31.916, -18.859, -18.777], [35.396, -18.283, -19.522], [25.998, -9.909, -8.453], [20.756, -13.693, -10.811], [34.201, -18.298, -18.864], [34.998, -17.225, -17.189], [33.110, -19.016, -19.374], [21.472, -14.687, -10.320], [24.427, -13.677, -14.525], [22.166, -16.976, -10.663], [31.581, -7.167, -17.988], [22.856, -15.822, -8.723], [30.916, -18.163, -16.964], [30.518, -5.735, -18.956], [28.349, -3.853, -21.555], [37.968, -13.430, -16.362], [29.381, -3.990, -19.747], [24.694, -9.696, -10.707], [27.606, -14.645, -14.828], [25.824, -12.842, -15.884], [35.914, -13.446, -13.076], [25.733, -10.816, -9.436], [29.373, -5.362, -19.584], [36.625, -12.997, -16.308], [27.204, -8.875, -6.279], [37.900, -13.750, -13.993], [30.805, -7.082, -18.748], [28.471, -10.108, -6.611], [25.310, -8.914, -8.109], [23.201, -17.974, -9.193], [24.413, -11.338, -11.028], [28.202, -8.602, -7.626], [22.224, -13.845, -8.406], [31.382, -7.298, -19.648], [36.068, -12.792, -17.210], [34.115, -17.652, -17.639], [29.948, -7.752, -18.675], [27.348, -3.499, -20.234], [38.430, -13.967, -13.076], [25.931, -15.350, -13.587], [32.928, -17.549, -17.012], [23.680, -10.578, -9.626], [25.438, -13.749, -14.899], [27.756, -9.413, -7.050], [22.160, -17.880, -11.254], [38.461, -13.515, -17.319], [35.929, -13.043, -15.118], [31.015, -19.251, -19.224], [28.217, -15.356, -14.292], [24.604, -10.657, -10.199], [36.561, -13.374, -13.937], [28.381, -3.395, -20.567], [25.176, -12.084, -16.299], [33.275, -19.644, -20.238], [23.302, -15.778, -7.740], [27.532, -12.106, -17.072], [27.148, -12.835, -16.374], [39.659, -14.136, -15.264], [21.022, -15.847, -12.116], [38.638, -13.792, -15.181], [27.132, -10.234, -8.022], [22.126, -14.690, -9.071], [21.521, -15.846, -11.158], [31.816, -18.176, -17.561], [34.671, -12.764, -14.988], [32.874, -17.175, -16.000], [26.319, -14.703, -14.361], [27.993, -13.769, -15.832], [28.595, -2.355, -20.816], [28.525, -6.152, -20.112], [29.270, -13.700, -16.187]]
}

{
  "formula": "C30H33BF2O2",
  "method": "ωB97M-V/def2-TZVPD",
  "homo_energy_ev": -6.98,
  "de_lowest_kj_mol": 158.2,
  "homo_lumo_gap_ev": 4.035,
  "lumo_energy_ev": -2.95,
  "symbols": ["C", "C", "H", "C", "C", "H", "C", "H", "C", "C", "C", "F", "C", "H", "C", "C", "C", "H", "H", "H", "O", "C", "H", "C", "H", "C", "C", "C", "F", "C", "H", "H", "H", "C", "C", "H", "H", "C", "H", "B", "H", "C", "C", "H", "C", "C", "H", "H", "H", "H", "C", "C", "H", "H", "H", "H", "H", "H", "H", "C", "O", "H", "H", "C", "H", "H", "C", "H"],
  "coordinates": [[-0.483, 3.761, 1.911], [5.429, 0.250, -0.478], [1.397, 4.845, 2.305], [-0.053, 5.170, 3.848], [-3.548, -2.420, -3.334], [-4.983, -1.653, -1.050], [-1.088, 0.251, -0.260], [3.608, 2.394, 2.206], [-1.534, 0.356, 1.151], [6.123, 0.635, 0.674], [2.445, -2.590, -2.287], [6.107, 1.815, 2.720], [4.109, 1.844, 1.412], [-1.724, 2.045, -1.131], [5.429, 1.435, 1.582], [-2.255, 4.186, 3.544], [2.582, -2.423, 0.119], [-3.284, 4.022, 3.898], [-1.138, -3.776, -3.490], [-2.536, 3.055, 1.728], [-1.607, -1.444, -2.298], [4.148, 0.710, -0.740], [-4.183, -1.147, 0.457], [-0.025, 3.019, 0.753], [-0.805, 2.979, -0.024], [-3.603, -3.794, -0.175], [1.352, 2.756, 0.668], [3.186, -2.746, -1.106], [0.817, 5.945, 4.582], [1.135, -2.078, -2.249], [5.902, -0.434, -1.192], [-3.658, -0.466, -1.113], [3.628, 0.443, -1.663], [3.446, 1.499, 0.200], [-1.680, -3.858, -2.543], [-0.724, 0.641, 1.846], [-0.121, 1.401, -1.790], [-1.372, 4.996, 4.304], [-3.916, -3.627, 0.864], [-1.071, -1.326, -0.941], [3.147, -2.515, 1.047], [1.261, -1.943, 0.156], [2.087, 1.858, -0.090], [-4.058, -1.457, -3.250], [-4.018, -1.374, -0.606], [-2.464, -2.573, -2.274], [-1.960, -0.577, 1.517], [1.977, 3.350, 1.359], [2.890, -2.830, -3.254], [0.785, -1.712, 1.110], [0.395, 4.612, 2.654], [-1.832, 3.632, 2.342], [-1.692, 5.471, 5.225], [-2.344, -4.724, -2.635], [-3.111, -2.490, -4.335], [4.200, -3.144, -1.138], [-4.500, -4.092, -0.728], [1.635, 1.371, -0.958], [-0.960, -4.075, -1.747], [-0.850, 1.389, -0.956], [-1.825, -2.206, -0.049], [-2.301, 1.139, 1.249], [-4.294, -3.222, -3.254], [0.542, -1.775, -1.022], [7.153, 0.315, 0.861], [-2.896, -4.629, -0.191], [-3.002, -2.517, -0.764], [0.582, -1.953, -3.181]]
}

Table of E_tot (hartree), in record order: -2795.2997, -2013.1543, -1537.8776